Molecular formula: C42H38ClN2P2Ti
Method: DFT, the ωB97M-V functional and the def2-TZVPD basis

The geometry in XYZ format:
```
86
Properties=species:S:1:pos:R:3
Ti -0.2573 0.4418 0.4694
Cl 0.1441 1.1785 2.7804
C 1.7288 0.6374 3.3612
C 1.9275 0.5028 4.7142
C 3.1796 0.0690 5.1378
C 4.1846 -0.1934 4.2172
C 3.9592 -0.0168 2.8557
C 2.7141 0.4095 2.4133
P 2.2871 0.6629 0.6742
C 3.7445 0.2941 -0.3066
C 4.0394 -1.0424 -0.5931
C 5.2072 -1.3546 -1.2704
C 6.0675 -0.3379 -1.6698
C 5.7659 0.9904 -1.3954
C 4.6003 1.3172 -0.7149
C 1.9952 2.4588 0.5680
C 1.2212 2.9291 -0.5002
C 0.9021 4.2830 -0.5979
C 1.3507 5.1641 0.3687
C 2.1374 4.7024 1.4244
C 2.4531 3.3586 1.5309
H 1.1410 0.7323 5.4239
H 3.3628 -0.0605 6.1971
H 5.1559 -0.5292 4.5590
H 4.7563 -0.1887 2.1426
H 3.3695 -1.8339 -0.2760
H 5.4508 -2.3883 -1.4831
H 6.9801 -0.5833 -2.1998
H 6.4424 1.7772 -1.7062
H 4.3705 2.3527 -0.4995
H 0.9656 2.2726 -1.3145
H 0.3286 4.6466 -1.4419
H 1.1089 6.2173 0.2949
H 2.5146 5.4012 2.1612
H 3.0668 3.0142 2.3545
C -5.7320 -3.6867 -0.5306
C -5.4975 -2.4682 -1.1600
C -4.4062 -1.7004 -0.7937
C -3.5617 -2.1553 0.2236
C -3.7731 -3.3899 0.8363
C -4.8749 -4.1460 0.4599
P -2.2086 -1.1076 0.7741
C -1.5971 -1.6785 2.3666
C -0.3104 -2.2291 2.3731
C 0.2490 -2.6789 3.5628
C -0.4763 -2.5661 4.7389
C -1.7580 -2.0108 4.7366
C -2.3236 -1.5674 3.5535
C -2.8548 0.5869 1.0083
C -4.1494 0.9352 1.3741
C -4.4635 2.2807 1.5183
C -3.5065 3.2764 1.2945
C -2.2181 2.9443 0.9247
C -1.8905 1.5962 0.7620
H -6.5860 -4.2849 -0.8206
H -6.1706 -2.1180 -1.9321
H -4.2259 -0.7467 -1.2764
H -3.1013 -3.7548 1.6024
H -5.0623 -5.0955 0.9449
H 0.2297 -2.3572 1.4406
H 1.2359 -3.1262 3.5718
H -0.0475 -2.9194 5.6696
H -2.3185 -1.9349 5.6614
H -3.3198 -1.1391 3.5483
H -4.8981 0.1708 1.5403
H -5.4675 2.5625 1.8127
H -3.7773 4.3177 1.4162
H -1.4848 3.7221 0.7689
N -0.2356 0.1182 -1.4519
C -0.2721 0.1009 -2.6287
N -0.3070 0.0846 -3.8954
C 0.9224 -0.2163 -4.7115
C 0.6654 -1.4621 -5.5450
C -0.5973 -1.2996 -6.3964
C -1.8127 -0.9917 -5.5167
C -1.5757 0.2556 -4.6793
H 1.7724 -0.3260 -4.0422
H 1.0842 0.6528 -5.3489
H 0.5628 -2.3276 -4.8840
H 1.5410 -1.6311 -6.1723
H -0.7767 -2.2111 -6.9637
H -0.4527 -0.4924 -7.1212
H -2.0231 -1.8397 -4.8583
H -2.7007 -0.8209 -6.1255
H -2.3916 0.4649 -3.9922
H -1.4220 1.1258 -5.3170
```

The energy above the lowest of the compared OMol25 structures with the same formula, charge and spin comes out at 11.7 kcal per mole. The net charge is +3. The orbital gap comes out at 6.4 eV. The calculation puts the LUMO energy at -9.9758 eV.

Atomic partial charges in e from the Löwdin method, atoms 1 to 2:
1 Ti 0.726
2 Cl 0.872

Molecular formula: H28O14
Method: DFT, the ωB97M-V functional and the def2-TZVPD basis

The geometry in XYZ format:
```
42
Properties=species:S:1:pos:R:3
O 2.5014 -3.0713 -1.5762
H 3.2407 -3.1720 -2.1943
H 2.8522 -2.2143 -1.2597
O -2.7957 1.6281 2.6538
H -3.1676 2.2551 2.0245
H -2.2247 2.0007 3.3277
O -2.9630 -1.6198 1.2541
H -3.8150 -1.2775 0.9578
H -2.7481 -1.9646 0.3201
O 1.1182 -0.9986 3.4978
H 1.2560 -1.7902 4.0382
H 0.3157 -0.6432 3.8985
O -2.4481 0.9897 -0.1566
H -1.5604 1.1619 0.1516
H -2.9780 0.4554 0.4396
O -0.8776 -2.3880 3.1625
H -1.1221 -1.7774 2.4146
H -1.8035 -2.4936 3.4811
O 3.1122 1.0768 -3.3896
H 2.2351 0.9757 -2.9998
H 3.5857 0.2574 -3.2200
O 3.1877 0.5175 1.9510
H 3.7109 -0.1397 2.4112
H 2.2464 0.3257 1.9195
O -0.1176 -0.2992 0.5841
H -0.2916 0.4186 1.2106
H -1.0519 -0.6274 0.6759
O 1.7794 3.9995 0.6047
H 1.5673 3.0748 0.5018
H 2.0075 4.4952 -0.1779
O -3.4098 -2.3792 -1.1394
H -2.7979 -2.4729 -1.8874
H -3.9066 -1.6039 -1.4373
O 3.4120 -0.2005 -1.0715
H 2.8480 0.0325 -0.3050
H 4.0840 -0.4708 -0.3985
O 0.3441 2.2584 -3.6325
H 0.4469 1.4707 -4.1958
H -0.6290 2.2251 -3.6134
O -2.5630 0.4403 -2.8324
H -2.1586 0.7788 -2.0118
H -3.2510 1.0536 -3.1066
```

The energy above the lowest of the compared OMol25 structures with the same formula, charge and spin comes out at 80.7 kcal per mole. The orbital gap comes out at 10.2 eV. The calculation puts the LUMO energy at -0.2880 eV.

Atomic partial charges in e from the natural (NBO) method, atoms 1 to 2:
1 O -0.942
2 H 0.453

Molecular formula: C2HO3S2
Method: DFT, the ωB97M-V functional and the def2-TZVPD basis

The geometry in XYZ format:
```
8
Properties=species:S:1:pos:R:3
C 0.9615 -1.6109 0.0804
C 2.0264 0.0400 -0.1148
O 1.7292 -2.5045 0.0298
O -0.2056 -1.2886 0.2685
O -0.3233 1.2197 -0.1564
S 3.6430 -0.1427 0.1098
S 1.2646 1.5580 0.2866
H -0.5194 0.3038 0.3420
```

The energy above the lowest of the compared OMol25 structures with the same formula, charge and spin comes out at 8.8 kcal per mole. The net charge is -1. The expectation value of S² is 2.0099. The orbital gap (spin up / spin down) comes out at 5.5 / 6.4 eV. The calculation puts the LUMO energy (spin up / spin down) at 3.5729 / 2.1628 eV. As for the multiplicity: 3.

Atomic partial charges in e from the natural (NBO) method, atoms 1 to 2:
1 C 0.940
2 C -0.774

Molecular formula: C36H44F32N4O4
Method: DFT, the ωB97M-V functional and the def2-TZVPD basis

The geometry in XYZ format:
```
120
Properties=species:S:1:pos:R:3
F 21.7580 -15.5367 -1.1849
C 22.5655 -15.3109 -0.2134
F 23.7881 -15.2918 -0.6631
C 22.1136 -14.0732 0.5652
F 20.9645 -14.3227 1.1958
F 21.9808 -13.0493 -0.2860
C 23.1081 -13.6159 1.6427
O 23.3275 -14.7455 2.5066
C 24.7097 -14.9286 2.9228
F 25.3905 -15.2698 1.8189
F 25.1926 -13.7552 3.3689
C 24.7860 -16.0716 3.9654
F 26.0116 -16.4944 4.2889
F 24.2134 -15.8186 5.1172
H 22.5586 -16.2063 0.4081
H 22.6836 -12.8125 2.2447
H 24.0020 -13.2500 1.1378
H 24.2978 -16.9646 3.5752
F 13.7314 -14.8948 7.0017
C 14.8698 -14.7778 6.2379
F 14.8987 -15.7210 5.2892
C 14.9810 -13.3345 5.7180
F 15.2928 -12.6301 6.8234
F 13.8325 -12.8986 5.2434
C 16.0238 -13.0539 4.6357
O 17.2846 -13.5514 5.0899
C 18.4839 -13.1578 4.3397
F 18.1971 -13.2754 3.0566
F 18.7568 -11.8548 4.5458
C 19.7506 -14.0033 4.7056
F 20.8996 -13.6903 4.0513
F 20.0587 -13.9932 6.0215
H 15.7181 -15.0321 6.8734
H 16.1863 -12.0031 4.3960
H 15.7466 -13.5722 3.7178
H 19.5998 -15.0700 4.5402
F 19.2926 -12.2293 -1.4887
C 18.0487 -12.0965 -1.9656
F 17.9767 -11.6079 -3.2201
C 17.2097 -13.3992 -1.8308
F 15.9272 -13.2505 -2.1418
F 17.2537 -13.7722 -0.5482
C 17.8226 -14.6354 -2.5241
O 18.1374 -14.6352 -3.9098
C 17.0014 -14.9598 -4.7814
F 16.6576 -16.2050 -4.4655
F 15.9827 -14.0994 -4.6038
C 17.3680 -14.9332 -6.2938
F 18.2837 -15.8629 -6.5912
F 16.2760 -14.9651 -7.0672
H 17.5390 -11.3126 -1.4054
H 17.2421 -15.5126 -2.2382
H 18.7177 -15.0498 -2.0603
H 17.8660 -13.9898 -6.5177
F 9.6724 -13.6509 3.8145
C 10.3353 -12.6609 4.4266
F 11.1336 -13.2223 5.3401
C 10.8830 -11.5759 3.4696
F 11.5413 -10.6645 4.1818
F 9.8021 -11.0166 2.9096
C 11.8783 -12.1579 2.4278
O 12.4255 -11.1891 1.5300
C 13.2376 -11.7022 0.4418
F 14.1617 -12.5909 0.8339
F 12.3493 -12.3723 -0.2778
C 13.7852 -10.5427 -0.4007
F 14.4406 -11.0536 -1.4741
F 12.8979 -9.6259 -0.8082
H 9.5832 -12.2156 5.0779
H 11.3034 -12.8676 1.8329
H 12.6826 -12.6323 2.9901
H 14.4582 -9.9783 0.2447
C 22.4072 -11.0585 -2.8452
C 21.3813 -10.8631 -3.9608
C 21.1090 -9.3419 -4.1810
C 20.7446 -8.6554 -2.9253
N 20.4749 -8.1371 -1.9375
H 21.9557 -10.7754 -1.8943
H 23.3269 -10.5175 -3.0676
H 22.6893 -12.1086 -2.7698
H 20.4858 -11.4155 -3.6762
H 21.6990 -11.2364 -4.9343
H 20.3422 -9.0734 -4.9077
H 21.9641 -8.7555 -4.5172
C 24.5324 -7.6270 -0.7997
C 24.8806 -7.4070 0.7080
C 25.7723 -8.5097 1.2943
C 27.0389 -8.7807 0.5977
N 28.0644 -8.9224 0.1123
H 23.7316 -6.9689 -1.1371
H 24.2783 -8.6746 -0.9609
H 25.3553 -7.3548 -1.4607
H 23.9769 -7.2998 1.3080
H 25.3190 -6.4091 0.7164
H 25.2409 -9.4523 1.4257
H 26.1658 -8.1395 2.2409
C 21.6666 -9.6834 1.1464
C 20.3179 -10.4609 1.1090
C 19.1856 -9.7255 1.8205
C 17.8883 -10.3135 1.5674
N 16.8300 -10.8098 1.3501
H 22.4061 -10.3545 0.7095
H 21.9513 -9.3421 2.1416
H 21.5261 -8.7916 0.5357
H 20.3972 -11.4590 1.5397
H 20.0762 -10.6129 0.0571
H 19.2369 -8.6605 1.5942
H 19.2870 -9.6925 2.9053
C 25.8011 -11.5002 6.9390
C 24.2674 -11.2407 6.9511
C 23.4735 -11.6855 5.7097
C 23.9273 -11.1163 4.4439
N 24.2409 -10.6794 3.4021
H 26.2560 -11.1339 6.0187
H 25.9854 -12.5682 7.0552
H 26.2194 -10.9830 7.8025
H 24.1002 -10.1655 7.0147
H 23.7258 -11.6986 7.7787
H 22.4475 -11.3661 5.8926
H 23.3427 -12.7619 5.5984
```

The energy above the lowest of the compared OMol25 structures with the same formula, charge and spin comes out at 0.0 kcal per mole. Its SMILES is FC(F)C(F)(F)COC(F)(F)C(F)F.FC(F)C(F)(F)COC(F)(F)C(F)F.FC(F)C(F)(F)COC(F)(F)C(F)F.FC(F)C(F)(F)COC(F)(F)C(F)F.CCCC#N.CCCC#N.CCCC#N.CCCC#N. The orbital gap comes out at 11.5 eV. The calculation puts the LUMO energy at 0.2268 eV.

Atomic partial charges in e from the Löwdin method, atoms 1 to 2:
1 F 0.159
2 C -0.423

Question: Among the records above, which one has the lowest energy above the lowest of the compared OMol25 structures with the same formula, charge and spin?
Answer: C36H44F32N4O4